No. 1
A cluster of 6 separate species, C22H44N2O6S5 in total in a non-equilibrium geometry. Source: the Open Molecules 2025 dataset; level of theory: ωB97M-V with the def2-TZVPD basis set.

Its lowest unoccupied orbital energy is -0.25 eV. For the molecular weight, the calculation gives 592.94 g/mol. The total charge is 0. For the total energy, the calculation gives -92962.5678 eV. The HOMO energy comes out at -0.2980 hartree.

Geometry (Å):
C: -5.2998 0.5667 -0.5117
C: -4.1568 0.6811 0.6138
C: -3.5545 -0.7757 0.8482
C: -2.2395 -0.7934 1.7251
O: -1.0115 -0.8272 0.9642
C: -0.8341 0.3314 0.2055
C: -0.3299 1.5616 0.8381
C: -0.1578 2.7876 -0.0266
C: -0.5047 2.7243 -1.4350
C: -1.0037 1.4725 -2.1184
N: -1.2802 1.5646 -3.4806
C: -1.6887 0.3422 -3.9300
C: -1.8306 -0.9027 -3.1214
N: -1.5936 -0.9517 -1.7813
C: -1.1667 0.2704 -1.2736
H: -5.4167 -0.4960 -0.8708
H: -6.2990 0.8811 -0.0869
H: -5.0494 1.2170 -1.4020
H: -3.3931 1.4310 0.2827
H: -4.6855 0.9802 1.5650
H: -3.4603 -1.3187 -0.1304
H: -4.3424 -1.3411 1.4406
H: -2.2177 0.0998 2.4146
H: -2.2668 -1.7534 2.3243
H: -0.0518 1.5938 1.9271
H: 0.2270 3.7522 0.4054
H: -0.3881 3.6518 -2.0546
H: -1.9354 0.2675 -5.0279
H: -2.1551 -1.8540 -3.6216
C: 1.3531 -5.4944 2.4291
S: 1.5869 -3.7064 2.3937
O: 0.8888 -3.1395 3.5883
C: 0.5415 -3.3941 0.9686
H: 1.8991 -5.8956 3.2830
H: 0.2927 -5.7287 2.5334
H: 1.7468 -5.9307 1.5102
H: -0.4704 -3.7526 1.1618
H: 0.9547 -3.8943 0.0916
H: 0.5177 -2.3215 0.7945
C: 3.7362 1.8663 -6.0679
S: 2.7400 3.2955 -5.5991
O: 3.4376 3.9749 -4.4707
C: 1.3729 2.3521 -4.8997
H: 4.6706 2.2256 -6.4983
H: 3.9518 1.2584 -5.1880
H: 3.1989 1.2760 -6.8115
H: 1.7344 1.7131 -4.0922
H: 0.9102 1.7461 -5.6802
H: 0.6383 3.0518 -4.5051
C: 3.5185 1.0222 5.5068
S: 2.1342 0.3832 4.5420
O: 1.2012 1.5213 4.2928
C: 1.4267 -0.6171 5.8614
H: 4.0846 1.7106 4.8798
H: 3.1472 1.5526 6.3850
H: 4.1627 0.1958 5.8100
H: 1.1849 0.0145 6.7184
H: 2.1371 -1.3919 6.1525
H: 0.5174 -1.0848 5.4857
C: -2.3235 -7.1606 -0.7334
S: -1.4066 -6.2967 -2.0240
O: -0.3393 -5.5017 -1.3562
C: -2.7306 -5.1556 -2.4658
H: -1.6657 -7.9051 -0.2857
H: -2.6451 -6.4527 0.0319
H: -3.1883 -7.6595 -1.1728
H: -3.0269 -4.5718 -1.5925
H: -3.5833 -5.7174 -2.8505
H: -2.3603 -4.4854 -3.2409
C: 3.9980 5.4944 0.2754
S: 2.9004 5.5458 1.7049
O: 1.5748 5.0259 1.2666
C: 2.7748 7.3422 1.7847
H: 4.1817 4.4509 0.0216
H: 3.5297 5.9967 -0.5721
H: 4.9434 5.9779 0.5250
H: 2.3823 7.7306 0.8436
H: 3.7589 7.7680 1.9867
H: 2.0954 7.6027 2.5959

Atomic forces in eV per Å
C 0.1 0.3 0.2
C -1.0 -1.1 -0.6
C -0.4 0.6 0.6
C -0.9 -0.6 0.1
O -0.5 1.4 -0.6
C 0.7 2.6 0.0
C -0.7 -0.9 -2.8
C -1.1 -1.9 -1.6
C 0.1 -1.0 1.5
C 0.8 1.8 2.1
N -0.7 -3.9 1.5
C 0.1 -0.1 0.1
C 0.4 1.3 0.8
N 0.2 1.9 -2.4
C 0.4 0.2 0.8
H 0.2 1.1 0.3
H 1.1 -0.2 -0.6
H -0.4 -0.7 1.0
H -0.6 -0.7 0.6
H 1.0 0.0 -0.9
H 0.3 0.5 1.0
H 0.9 0.6 -0.7
H -0.1 -0.9 -0.6
H 0.4 1.2 -0.6
H -0.4 -0.2 -1.2
H -0.4 -1.3 -0.5
H -0.2 -1.1 0.6
H 0.3 0.1 1.3
H 0.3 1.1 0.5
C 0.0 -0.1 0.1
S -0.1 0.1 -0.1
O 0.0 -0.1 0.0
C 0.2 0.0 -0.1
H 0.0 0.1 0.0
H 0.0 0.1 0.0
H 0.0 0.1 0.0
H 0.1 0.0 0.0
H 0.0 -0.1 0.1
H 0.0 -0.1 0.1
C 0.1 -0.1 0.0
S 0.0 0.0 0.1
O -0.1 -0.2 -0.1
C 0.1 0.0 0.0
H -0.1 0.1 0.0
H 0.0 0.1 0.0
H 0.0 0.1 0.0
H 0.1 0.1 0.0
H 0.0 0.1 0.0
H 0.1 0.0 -0.1
C 0.0 0.1 0.1
S -0.1 -0.1 -0.1
O 0.1 -0.1 0.1
C -0.1 0.0 0.2
H -0.1 -0.1 0.0
H -0.1 0.0 0.0
H 0.0 0.0 -0.1
H 0.1 0.1 -0.1
H 0.0 0.0 -0.1
H 0.1 0.0 -0.1
C -0.1 0.0 0.1
S 0.0 0.0 0.0
O -0.2 -0.1 0.0
C -0.1 0.1 0.1
H 0.0 0.1 -0.1
H 0.0 0.0 -0.1
H 0.0 0.0 0.0
H 0.1 0.0 0.0
H 0.1 0.0 0.0
H 0.1 -0.1 0.0
C 0.0 0.0 -0.1
S 0.0 -0.1 0.0
O 0.2 0.3 0.0
C -0.1 0.1 -0.1
H -0.1 0.0 0.1
H -0.1 0.0 0.0
H 0.0 0.0 0.1
H 0.0 -0.1 0.0
H 0.0 -0.1 0.0
H 0.0 -0.1 0.0



No. 2
A structure of composition C22H44N3OP3SeTi in a non-equilibrium geometry. Source: the Open Molecules 2025 dataset; level of theory: ωB97M-V with the def2-TZVPD basis set.

Its lowest unoccupied orbital energy (alpha / beta) is -15.40 / -15.77 eV. For the molecular weight, the calculation gives 586.36 g/mol. The total charge is +4. For the total energy, the calculation gives -146332.9580 eV. The value obtained for the energy above the lowest of the compared OMol25 structures with the same formula, charge and spin is 3.0 kcal per mole. The HOMO energy (alpha / beta) comes out at -0.7331 / -0.7266 hartree.

Geometry (Å):
Ti: -0.2429 -0.3499 -0.0903
P: -2.1896 -1.8739 1.2886
P: -0.6506 1.1045 2.0734
P: 1.1924 -1.9988 1.2850
H: 0.7711 -0.8500 -2.7808
C: 0.8680 -1.3530 -1.8177
C: -0.2850 -2.1419 -1.4356
H: -1.1655 -2.0482 -2.0801
C: -3.7824 -1.2874 0.6091
C: -2.7284 -2.0712 3.0231
C: -2.1193 -3.5919 0.6686
C: 0.3778 2.6172 2.1626
C: -2.3630 1.7758 2.0934
C: -0.4686 0.4959 3.7845
C: 1.9090 -3.5297 0.5469
C: 0.6811 -2.7944 2.8555
C: 2.6820 -1.0556 1.8271
H: 1.8688 -1.6923 -1.6270
H: -0.1599 -3.1804 -1.1333
H: -3.8215 -1.4311 -0.4788
H: -3.9108 -0.2139 0.8030
H: -4.6121 -1.8439 1.0748
H: -3.0205 -1.1047 3.4454
H: -1.9625 -2.5284 3.6516
H: -3.6164 -2.7127 3.0232
H: -2.0066 -3.5832 -0.4221
H: -3.0580 -4.0996 0.9313
H: -1.2727 -4.1586 1.0828
H: 0.1038 3.2272 3.0350
H: 0.2278 3.2362 1.2719
H: 1.4512 2.3688 2.2134
H: -2.5520 2.2957 3.0529
H: -3.1160 0.9812 1.9692
H: -2.5117 2.5035 1.2814
H: -0.6906 1.3299 4.4630
H: 0.5615 0.1525 3.9701
H: -1.1566 -0.3287 3.9917
H: 2.6666 -3.9240 1.2426
H: 2.3790 -3.3513 -0.4256
H: 1.1213 -4.2888 0.4233
H: 1.5443 -3.3577 3.2455
H: -0.1353 -3.5035 2.6751
H: 0.3703 -2.0619 3.6068
H: 3.4660 -1.7570 2.1549
H: 2.4198 -0.3682 2.6450
H: 3.0757 -0.4401 0.9870
C: 3.7382 1.2526 -1.9991
C: 3.5154 0.6209 -3.2495
C: 4.5741 0.4340 -4.1479
C: 5.8426 0.9908 -3.8817
C: 6.0064 1.7886 -2.7398
C: 4.9737 1.9211 -1.8217
Se: 2.4848 1.2736 -0.6012
H: 1.2779 -0.1404 -1.1102
H: 2.5250 0.2485 -3.5094
H: 4.4301 -0.1520 -5.0528
H: 6.6891 0.8016 -4.5573
H: 6.9602 2.2771 -2.5748
H: 5.1153 2.5344 -0.9200
C: -3.9993 0.8445 -2.5546
N: -2.9214 1.7554 -2.1726
C: -2.8645 3.0802 -2.5752
C: -1.8928 3.9101 -2.0652
C: -0.8689 3.2978 -1.3018
N: -0.8571 1.9644 -1.0150
C: -1.8985 1.2679 -1.4509
O: -1.9075 0.0140 -1.1029
N: 0.1141 4.0258 -0.7576
H: -3.6093 -0.1704 -2.5939
H: -4.3351 1.1243 -3.5650
H: -4.8365 0.9126 -1.8582
H: -3.6995 3.4018 -3.2207
H: -1.8758 4.9959 -2.2759
H: 0.1959 5.0245 -0.9389
H: 0.9840 3.4876 -0.5534

Atomic forces in eV per Å
Ti -2.2 -0.3 1.0
P -0.5 -0.3 -1.0
P -0.1 0.5 0.8
P 1.0 -0.8 0.9
H 0.1 0.1 0.1
C -0.1 0.6 -0.3
C 0.5 0.5 -0.1
H 0.3 0.2 0.3
C -0.2 0.1 -0.4
C 0.4 0.2 0.3
C 0.0 -0.2 0.0
C 0.2 0.1 -0.4
C -0.3 0.1 -0.1
C 0.2 -0.3 0.0
C -0.1 0.2 -0.4
C -0.2 0.3 0.2
C 0.1 0.0 -0.2
H 0.3 -0.7 -0.2
H 0.4 0.5 0.4
H 0.0 0.0 0.4
H -0.1 -0.4 -0.1
H 0.3 0.2 -0.1
H 0.0 -0.2 0.0
H -0.2 0.1 0.0
H 0.2 0.0 -0.1
H -0.3 -0.1 0.4
H 0.3 0.0 0.0
H -0.4 0.1 -0.1
H 0.1 -0.3 -0.1
H -0.1 -0.2 0.4
H -0.3 0.0 0.2
H 0.2 -0.3 -0.4
H 0.4 0.4 0.2
H 0.1 -0.2 0.2
H 0.1 -0.2 -0.1
H -0.4 0.2 0.0
H 0.2 0.2 0.0
H -0.3 0.2 -0.2
H 0.0 -0.2 0.2
H 0.3 0.3 0.1
H -0.3 0.2 -0.2
H 0.3 0.2 0.1
H 0.1 -0.2 -0.1
H -0.2 0.4 0.0
H 0.1 -0.2 -0.2
H 0.0 -0.5 0.5
C -1.3 0.2 0.7
C 0.5 -1.2 -1.9
C -1.5 -0.1 0.6
C 0.0 -0.3 -0.1
C -0.4 0.5 1.0
C 1.7 0.7 0.7
Se 2.1 1.3 -1.1
H -1.1 -2.0 -1.1
H 0.3 0.0 0.1
H -0.1 0.2 0.1
H -0.4 0.1 0.3
H -0.1 0.1 0.1
H 0.1 -0.4 -0.4
C -0.7 -0.1 -1.0
N 0.9 0.6 -0.2
C -0.3 0.3 0.8
C -0.8 -0.2 -0.7
C 0.3 0.1 0.7
N 0.0 0.9 -0.7
C -0.3 -1.2 0.5
O 0.2 0.7 -0.2
N 1.2 -0.7 -0.4
H -0.1 0.2 0.0
H 0.0 -0.1 0.4
H 0.1 0.0 0.0
H 0.6 -0.1 0.4
H 0.0 -0.9 0.0
H 0.1 -0.4 0.0
H -1.1 1.2 0.0



No. 3
An isolated molecule of C22H44O2. Source: the Open Molecules 2025 dataset; level of theory: ωB97M-V with the def2-TZVPD basis set.

Its lowest unoccupied orbital energy is 0.89 eV. For the molecular weight, the calculation gives 340.59 g/mol. The total charge is 0. For the total energy, the calculation gives -27624.7011 eV. The SMILES is CCCCCCCCCCCCCCCCCCCCCC(=O)O. The value obtained for the energy above the lowest of the compared OMol25 structures with the same formula, charge and spin is 1.9 kcal per mole. The HOMO energy comes out at -0.3829 hartree.

Geometry (Å):
C: -7.0001 -1.3782 0.6174
C: -5.5104 -1.6812 0.7200
C: -4.6575 -0.4559 0.4003
C: -3.1647 -0.7609 0.4982
C: -2.2833 0.4688 0.2720
C: -2.3476 0.9971 -1.1636
C: -1.2186 1.9721 -1.5039
C: -1.2791 3.2604 -0.6847
C: -0.2152 4.2837 -1.0895
C: 1.2167 3.8804 -0.7297
C: 1.5006 3.9492 0.7720
C: 2.8437 3.3136 1.1602
C: 2.7091 1.9103 1.7602
C: 2.0845 0.8659 0.8343
C: 2.9714 0.4588 -0.3447
C: 4.1343 -0.4566 0.0460
C: 3.7172 -1.8930 0.3691
C: 3.3359 -2.6921 -0.8756
C: 3.0924 -4.1736 -0.5893
C: 1.8601 -4.4670 0.2672
C: 0.5520 -4.0332 -0.3999
C: 0.2233 -2.5846 -0.1437
O: 0.3653 -2.0112 0.9035
O: -0.3003 -1.9896 -1.2223
H: -7.5887 -2.2627 0.8494
H: -7.2546 -1.0508 -0.3885
H: -7.2774 -0.5893 1.3135
H: -5.2557 -2.4875 0.0279
H: -5.2792 -2.0282 1.7299
H: -4.8972 -0.1108 -0.6073
H: -4.9079 0.3481 1.0965
H: -2.9117 -1.5362 -0.2302
H: -2.9498 -1.1637 1.4910
H: -1.2516 0.2085 0.5272
H: -2.5942 1.2531 0.9643
H: -2.3035 0.1544 -1.8606
H: -3.3043 1.4982 -1.3227
H: -0.2578 1.4778 -1.3449
H: -1.2819 2.2266 -2.5652
H: -1.1733 3.0252 0.3743
H: -2.2648 3.7123 -0.8226
H: -0.4418 5.2367 -0.6049
H: -0.2773 4.4416 -2.1693
H: 1.4154 2.8766 -1.1020
H: 1.9074 4.5549 -1.2429
H: 1.4902 4.9998 1.0719
H: 0.7033 3.4521 1.3258
H: 3.3364 3.9407 1.9069
H: 3.4992 3.2852 0.2882
H: 3.6984 1.5717 2.0754
H: 2.0919 1.9813 2.6596
H: 1.1417 1.2613 0.4553
H: 1.8397 -0.0214 1.4198
H: 3.3776 1.3558 -0.8170
H: 2.3594 -0.0483 -1.0940
H: 4.8582 -0.4781 -0.7733
H: 4.6415 -0.0327 0.9146
H: 4.5534 -2.3962 0.8614
H: 2.8812 -1.8790 1.0677
H: 4.1476 -2.6139 -1.6044
H: 2.4451 -2.2637 -1.3367
H: 2.9868 -4.7015 -1.5412
H: 3.9697 -4.5838 -0.0832
H: 1.9410 -3.9655 1.2322
H: 1.8224 -5.5424 0.4520
H: 0.5722 -4.2103 -1.4753
H: -0.2778 -4.6050 0.0247
H: -0.5588 -1.0743 -1.0170

Atomic forces in eV per Å
C 0.2 -0.2 0.0
C -0.1 0.3 -0.1
C 0.2 -0.4 0.1
C -0.1 0.4 0.1
C -0.1 -0.2 -0.2
C 0.3 0.1 0.2
C -0.3 0.1 0.1
C 0.2 0.0 -0.2
C 0.1 -0.1 0.1
C -0.3 0.2 0.1
C 0.2 -0.1 -0.2
C -0.1 0.0 0.2
C 0.0 0.0 -0.2
C 0.2 0.0 0.1
C 0.0 0.0 0.1
C -0.1 0.0 0.0
C 0.1 0.1 -0.2
C 0.1 -0.2 0.3
C -0.1 0.1 0.0
C 0.1 0.0 -0.2
C 0.2 0.0 0.1
C -0.1 -0.1 0.1
O 0.0 0.0 0.2
O -0.2 0.2 -0.6
H -0.1 0.0 0.0
H -0.1 0.0 -0.1
H -0.1 0.1 0.1
H 0.1 -0.1 0.0
H 0.1 -0.1 0.0
H -0.1 0.1 0.0
H 0.0 0.1 0.0
H 0.1 -0.1 0.0
H 0.0 -0.1 0.0
H 0.1 0.1 0.1
H 0.1 0.0 0.1
H -0.1 -0.1 -0.1
H -0.1 -0.1 -0.1
H 0.1 -0.1 0.0
H 0.1 0.0 0.0
H -0.1 0.0 0.1
H -0.1 0.0 0.1
H 0.0 0.1 -0.1
H -0.1 0.1 0.0
H 0.1 -0.1 -0.1
H 0.1 -0.1 0.0
H -0.1 0.0 0.0
H -0.1 0.0 0.1
H 0.1 0.0 -0.1
H 0.1 0.1 0.0
H 0.0 0.0 0.1
H 0.0 0.0 0.1
H -0.2 -0.1 0.0
H -0.1 0.0 0.0
H -0.1 0.0 -0.1
H 0.0 0.0 -0.1
H 0.1 0.0 0.0
H 0.1 0.0 0.0
H 0.0 -0.1 0.1
H 0.0 -0.1 0.1
H 0.0 0.1 -0.1
H 0.0 0.1 -0.2
H 0.0 -0.1 0.0
H 0.1 0.0 -0.1
H 0.0 -0.1 0.1
H 0.0 0.0 0.1
H 0.0 -0.1 0.0
H 0.0 0.0 -0.1
H 0.1 -0.2 0.2